Record 1
Formula: C4H11N2S
Source: OMol25
Level of theory: wB97M-V/def2-TZVPD

Charge = +1
ΔE to the lowest compared entry with this formula, charge and spin = 0.0751 eV
Gap between HOMO and LUMO = 10.009 eV
LUMO level = -0.14924 Ha
Largest force on an atom = 0.061 hartree/bohr

CARTESIAN COORDINATES (ANGSTROEM)
C 0.930 0.961 1.219
C 2.384 0.816 0.819
C 0.776 -0.578 -0.496
C 0.011 -1.560 -1.286
N -2.775 0.221 -0.305
N 0.178 0.461 0.055
S 2.473 -0.748 -0.084
H 0.551 0.454 2.170
H 0.694 2.094 1.269
H 2.545 1.699 0.156
H 3.085 0.855 1.671
H -0.359 -2.348 -0.539
H 0.533 -2.015 -2.044
H -0.886 -1.132 -1.663
H -3.334 0.798 0.398
H -2.811 -0.851 -0.254
H -0.875 0.436 0.146
H -3.120 0.438 -1.232

---

Record 2
Formula: C4H11N2S
Source: OMol25
Level of theory: wB97M-V/def2-TZVPD

Charge = +1
Structure (SMILES) = CC(C)(S)C(N)=[NH2+]
ΔE to the lowest compared entry with this formula, charge and spin = 0.3833 eV
Gap between HOMO and LUMO = 9.950 eV
LUMO level = -0.13140 Ha
Largest force on an atom = 0.054 hartree/bohr

CARTESIAN COORDINATES (ANGSTROEM)
C 0.636 0.993 0.192
C -0.388 -0.565 -1.301
C -0.200 -1.207 1.164
C -0.407 -0.113 0.149
N 0.327 2.124 -0.367
N 1.797 0.815 0.733
S -2.108 0.885 0.352
H -0.251 0.386 -1.840
H 0.408 -1.274 -1.406
H -1.432 -0.911 -1.403
H -1.036 -1.644 1.558
H 0.331 -2.036 0.781
H 0.358 -0.864 1.978
H -0.649 2.350 -0.577
H 1.025 2.860 -0.504
H 1.939 -0.040 1.164
H 2.409 1.596 0.858
H -2.895 -0.284 0.534

---

Record 3
Formula: C4H11N2S3
Source: OMol25
Level of theory: wB97M-V/def2-TZVPD

Charge = +1
ΔE to the lowest compared entry with this formula, charge and spin = 2.8028 eV
Gap between HOMO and LUMO (alpha / beta) = 7.160 / 8.219 eV
LUMO level (alpha / beta) = -0.14776 / -0.15343 Ha
Largest force on an atom = 0.080 hartree/bohr

CARTESIAN COORDINATES (ANGSTROEM)
C -1.113 0.348 -0.456
C 0.339 0.789 -0.708
C 0.569 1.032 2.087
C -0.767 -1.895 0.645
N -1.149 -0.539 0.787
N 0.375 1.749 -1.805
S 0.813 1.950 0.710
S 1.605 -0.386 2.452
S 0.287 -2.500 -0.703
H -1.772 1.228 -0.346
H -1.379 -0.354 -1.323
H 1.086 -0.020 -0.777
H 0.304 1.418 3.056
H -1.708 -2.327 0.489
H -0.409 -2.118 1.682
H -0.613 1.754 -2.275
H 0.998 1.503 -2.637
H 0.596 2.667 -1.411
H 2.008 -0.512 1.246
H -0.072 -3.787 -0.712

---

Record 4
Formula: C4H11N2STi
Source: OMol25
Level of theory: wB97M-V/def2-TZVPD

Charge = +1
Gap between HOMO and LUMO = 6.396 eV
LUMO level = -0.22965 Ha
Largest force on an atom = 0.095 hartree/bohr

CARTESIAN COORDINATES (ANGSTROEM)
C -0.299 0.142 -2.353
Ti -0.448 -0.516 -0.598
N -1.222 -2.100 0.697
H 0.942 -1.333 -0.810
H -0.634 -2.082 1.522
H -1.868 -0.907 -1.315
H -0.105 -0.750 -3.069
H 0.583 0.713 -1.879
H -1.079 0.694 -3.015
H -2.130 -1.952 1.159
H -1.254 -3.053 0.378
S 0.774 2.748 0.259
C 1.954 1.876 1.230
C 1.429 0.733 1.707
N 0.230 0.349 1.209
C -0.376 1.419 0.386
H 2.923 2.340 1.574
H 1.970 -0.087 2.270
H -1.389 1.767 0.647

---

Record 5
Formula: C4H11N3
Source: OMol25
Level of theory: wB97M-V/def2-TZVPD

Structure (SMILES) = C=NNC.C=NC
ΔE to the lowest compared entry with this formula, charge and spin = 4.4238 eV
Gap between HOMO and LUMO = 9.512 eV
LUMO level = 0.03736 Ha
Largest force on an atom = 0.071 hartree/bohr

CARTESIAN COORDINATES (ANGSTROEM)
C 1.518 1.757 0.317
N 1.808 0.344 0.249
C 0.940 -1.745 0.398
N 0.752 -0.486 0.370
H 2.524 0.065 -0.420
H 2.457 2.300 0.424
H 0.894 1.931 1.192
H 0.976 2.122 -0.565
H 1.888 -2.210 0.143
H 0.085 -2.370 0.600
C -1.358 -0.200 -1.367
C -2.158 -0.293 0.972
N -2.151 -0.923 -0.106
H -2.236 0.034 -1.969
H -0.842 0.758 -1.399
H -0.831 -1.023 -1.823
H -2.661 -0.707 1.845
H -1.606 0.648 1.139

---

Record 6
Formula: C4H11N3
Source: OMol25
Level of theory: wB97M-V/def2-TZVPD

Structure (SMILES) = [H]/N=C(\N)NCCC
ΔE to the lowest compared entry with this formula, charge and spin = 1.1264 eV
Gap between HOMO and LUMO = 9.924 eV
LUMO level = 0.03721 Ha
Largest force on an atom = 0.032 hartree/bohr

CARTESIAN COORDINATES (ANGSTROEM)
C 0.230 -0.574 2.212
C -1.068 -0.899 1.457
C -1.429 -0.082 0.214
N -0.648 -0.256 -0.996
C 0.668 0.336 -1.045
N 0.549 1.691 -1.213
N 1.660 -0.419 -0.897
H 0.108 0.328 2.800
H 0.645 -1.424 2.757
H 1.029 -0.418 1.487
H -1.045 -1.939 1.128
H -1.896 -0.761 2.156
H -1.528 0.985 0.419
H -2.445 -0.394 -0.057
H -0.490 -1.218 -1.297
H -0.374 2.088 -1.232
H 1.317 2.353 -1.229
H 2.617 -0.147 -1.097

---

Record 7
Formula: C4H11N3
Source: OMol25
Level of theory: wB97M-V/def2-TZVPD

Structure (SMILES) = N/C=C(\N)CCN
ΔE to the lowest compared entry with this formula, charge and spin = 2.7715 eV
Gap between HOMO and LUMO = 9.330 eV
LUMO level = 0.03763 Ha
Largest force on an atom = 0.073 hartree/bohr

CARTESIAN COORDINATES (ANGSTROEM)
C -0.347 -1.841 -0.587
C -0.549 -0.286 -1.074
C 0.018 0.844 -0.325
C 0.758 0.811 0.788
N 1.583 1.895 1.287
N -0.412 2.191 -0.665
N -0.867 -2.344 0.795
H 0.740 -2.025 -0.674
H -0.813 -2.360 -1.422
H -0.396 -0.318 -2.146
H -1.655 -0.140 -1.189
H 0.907 -0.178 1.175
H 2.566 1.697 1.495
H 1.233 2.038 2.230
H 0.177 2.642 0.034
H -0.087 2.417 -1.623
H -1.636 -1.730 1.098
H -1.220 -3.313 0.805

---

Record 8
Formula: C4H11N3
Source: OMol25
Level of theory: wB97M-V/def2-TZVPD

ΔE to the lowest compared entry with this formula, charge and spin = 8.1280 eV
Gap between HOMO and LUMO (alpha / beta) = 7.135 / 7.133 eV
LUMO level (alpha / beta) = 0.03107 / 0.03106 Ha
Largest force on an atom = 0.058 hartree/bohr

CARTESIAN COORDINATES (ANGSTROEM)
N -0.148 0.373 0.254
N -0.561 1.535 -0.491
N -0.749 0.396 1.548
C 1.349 0.164 0.419
C 2.240 0.750 -0.425
H -1.755 0.390 1.393
H -0.511 1.298 1.955
H 0.239 1.821 -1.055
H -1.316 1.221 -1.097
H 1.612 -0.006 1.456
H 2.023 0.958 -1.467
H 3.272 0.842 -0.115
C -0.484 -1.165 -0.482
C -1.668 -1.796 -0.235
H -2.088 -1.855 0.761
H -0.119 -1.085 -1.502
H 0.753 -1.382 0.064
H -2.088 -2.459 -0.980

---

Record 9
Formula: C4H11N3
Source: OMol25
Level of theory: wB97M-V/def2-TZVPD

Structure (SMILES) = [H]/N=C(/N)NCCC
ΔE to the lowest compared entry with this formula, charge and spin = 3.7488 eV
Gap between HOMO and LUMO = 9.607 eV
LUMO level = 0.02787 Ha
Largest force on an atom = 0.075 hartree/bohr

CARTESIAN COORDINATES (ANGSTROEM)
C 1.498 -1.383 1.127
C 0.622 -1.761 -0.080
C -0.466 -0.606 -0.216
N 0.013 0.775 -0.076
C -0.659 1.860 -0.738
N -1.972 1.488 -0.688
N -0.040 2.945 -1.090
H 1.845 -0.247 0.941
H 1.069 -1.610 2.170
H 2.404 -2.084 0.890
H 1.141 -1.815 -1.029
H 0.095 -2.658 0.204
H -1.195 -0.945 0.607
H -0.976 -0.850 -1.105
H 0.099 1.067 0.925
H -2.027 0.728 0.034
H -2.312 2.226 -1.348
H 0.860 2.872 -0.528

---

Record 10
Formula: C4H11N3
Source: OMol25
Level of theory: wB97M-V/def2-TZVPD

ΔE to the lowest compared entry with this formula, charge and spin = 7.3621 eV
Gap between HOMO and LUMO (alpha / beta) = 7.728 / 7.727 eV
LUMO level (alpha / beta) = 0.03122 / 0.03122 Ha
Largest force on an atom = 0.121 hartree/bohr

CARTESIAN COORDINATES (ANGSTROEM)
C -0.540 0.830 -0.653
C 1.737 -1.042 -0.576
N 1.297 0.333 -0.542
C -1.022 -0.149 0.193
N 2.088 1.045 0.374
N -2.684 0.737 -0.497
C -1.025 -1.095 1.087
H 1.918 2.042 0.298
H 1.953 0.748 1.346
H -3.282 -0.085 -0.567
H -2.947 1.288 0.319
H -0.633 0.724 -1.727
H -0.469 1.839 -0.264
H 1.736 -1.540 0.410
H 2.775 -1.101 -0.929
H 1.133 -1.608 -1.287
H -0.096 -1.513 1.468
H -1.937 -1.454 1.548